Formula: C35H41AsN5O2SV
Source: OMol25
Level of theory: ωB97M-V with the def2-TZVPD basis set

Structure (ORCA input):
```
! RIJCOSX wB97M-V def2-TZVPD def2/J DEFGRID3
* xyz 1 4
As -2.48565 -1.74793 -1.16107
V -0.65127 0.12251 -0.18430
S -2.53707 -0.05268 1.60611
O -2.33296 6.41092 -2.21383
O -1.73685 5.64740 -4.27761
N -0.66511 1.98273 -1.12466
N 0.13574 -0.20058 -2.25119
N -0.08408 1.68689 1.37744
N -3.70605 2.01181 2.80558
N -3.49693 2.17484 0.49636
C -3.96078 -0.58014 -1.68350
C 0.91188 -1.50745 -4.09133
C 0.21976 1.46578 2.65656
C 0.65205 -1.32740 -2.74719
C 2.85563 -1.48635 0.85356
C 1.13554 -3.08167 0.24111
C 2.30832 -1.35859 2.13687
C -0.63732 2.05045 -2.46658
C -3.99680 3.42965 0.46305
C -1.07058 4.31463 -1.00658
C -0.92809 3.22718 -3.12976
C 1.16928 -2.10574 2.47594
C 0.59065 -0.48401 -4.96973
C -0.25931 3.71361 3.27404
C 2.32356 -2.40025 -0.06368
C -1.86255 5.62048 -3.04952
C -2.28376 -2.68970 -2.85761
C -3.47425 -3.08167 -0.15354
C 4.08815 -0.69640 0.48956
C 0.60541 -2.16359 3.87870
C -4.37226 4.00787 1.63547
C 3.11688 -2.65159 -1.32643
C -3.28843 1.47577 1.64912
C -1.25201 4.35298 -2.38226
C -0.47968 2.92533 1.03226
C 3.05856 -0.51840 3.14495
C -4.23158 3.21964 2.79064
C 0.49570 -4.05317 -0.72751
C -0.65643 -3.71949 1.92105
C -0.76770 3.11114 -0.40602
C 0.55770 -2.92106 1.50981
C 0.15833 2.44247 3.63182
C 0.03795 0.68297 -4.47121
C -0.58922 3.95897 1.95266
C -0.16831 0.80002 -3.10404
H -0.98231 -4.41503 1.15526
H -2.01666 -1.97572 -3.63648
H 0.95887 -4.04762 -1.70870
H -4.45619 -0.20312 -0.78962
H -0.46710 -1.95717 3.88449
H -0.91038 4.94005 1.63366
H -4.77688 5.00727 1.66530
H 0.55202 -5.07804 -0.35495
H 4.15601 -2.86505 -1.07228
H 0.85546 -2.10517 -2.02532
H -4.68308 -1.13778 -2.27870
H 0.77295 -0.58896 -6.03079
H -3.22610 -3.16786 -3.12236
H 4.14329 0.24133 1.03633
H 4.11050 -0.45704 -0.57191
H 4.12203 -0.75598 3.11660
H -3.21219 1.73476 -0.36981
H -0.32509 4.50334 4.01065
H 2.72745 -0.68468 4.16508
H 5.00232 -1.25541 0.71126
H 1.34907 -2.43374 -4.43641
H -1.50483 -3.44790 -2.79274
H -0.21118 1.50105 -5.13096
H -3.58622 0.25096 -2.28479
H 2.75604 -3.49722 -1.90221
H -2.86650 -3.97521 -0.02996
H -0.44956 -4.30524 2.81810
H -1.22487 5.24180 -0.46928
H -4.06064 3.90625 -0.50757
H 1.07694 -1.46924 4.56665
H 0.51023 0.46240 2.89596
H 0.42770 2.20088 4.65029
H -0.56339 -3.82774 -0.87071
H -4.55922 3.60276 3.75119
H -0.95596 3.33240 -4.20700
H -4.37828 -3.33497 -0.70586
H 0.73604 -3.16224 4.30168
H 3.13472 -1.78141 -1.98667
H 2.96925 0.55067 2.93457
H -3.74188 -2.68809 0.82469
H -1.50119 -3.06999 2.16690
*
```

Properties
Kohn-Sham gap (spin up / spin down) ... 6.73 / 6.52 eV
Lowest unoccupied orbital energy (spin up / spin down) ... -3.58 / -3.78 eV
Energy ... -5360.405173 hartree
E_HOMO (spin up / spin down) ... -10.31 / -10.30 eV

---

Formula: C35H41Cl2HfN2OP3
Source: OMol25
Level of theory: ωB97M-V with the def2-TZVPD basis set

Structure (ORCA input):
```
! RIJCOSX wB97M-V def2-TZVPD def2/J DEFGRID3
* xyz 2 1
Hf 1.05198 1.92507 0.84919
Cl 3.20434 2.78895 1.52444
Cl -0.07251 3.86296 -0.01138
P -2.10372 -0.00725 -1.32849
P 2.74167 -2.86106 1.56104
P 2.32118 2.03085 -1.54117
O -0.34487 -1.94796 2.22298
N 1.92157 4.01102 7.90972
N 0.44377 2.37485 3.00293
C 1.00087 3.16971 5.61265
C -3.00517 0.77065 -3.81420
C 0.64267 -1.94985 -3.61470
C -0.75656 0.94295 0.23130
C -4.09742 3.17635 -2.84405
C -4.36780 -1.48276 -0.99423
C 1.40646 1.95413 -3.10951
C 1.82433 -1.29153 1.34088
C -3.37001 -0.77251 -0.30101
C 0.78561 1.45299 3.94090
C -0.40513 -3.61800 -2.19236
C -3.37387 -0.72160 1.10953
C -5.27718 -2.22488 1.11991
C -4.32845 -1.46484 1.81253
C 3.22322 3.61354 -1.73616
C 1.48802 3.62547 6.89407
C 2.36817 -0.07325 1.35487
C -0.25442 -0.98796 -3.15726
C 0.31516 -1.36658 1.08011
C -1.15875 -1.30957 -2.12387
C -3.32613 2.39188 -1.99530
C -1.27882 -2.65163 -1.69331
C -5.30870 -2.22298 -0.27986
C 1.91966 -3.96375 2.70016
C 0.16949 3.64299 3.41197
C 1.11669 1.82355 5.23762
C 4.37383 -2.45428 2.17953
C 3.62212 0.76705 -1.71241
C 0.44532 4.07197 4.70058
C -2.80860 1.16431 -2.47496
C 0.57711 -3.25899 -3.12465
C -0.12284 0.02036 0.89199
C -3.75220 1.58889 -4.65498
C -4.31327 2.77735 -4.17083
C 2.89446 -3.62038 -0.05983
H 1.48463 1.07398 5.93276
H -4.38501 -1.45892 -2.08610
H 1.27611 -4.00882 -3.48525
H 0.33149 2.01702 -2.89690
H 1.93214 -4.03292 -0.39441
H 0.87072 -3.67239 2.77440
H 3.62906 -4.43302 -0.00747
H 0.25291 5.11007 4.97904
H -4.92033 3.38951 -4.83026
H 4.29229 0.82825 -0.84469
H 4.30555 -1.57956 2.83985
H -2.59338 -0.17575 -4.16932
H 1.62192 1.01057 -3.62753
H 3.42384 0.08021 1.62684
H 4.74412 -3.32700 2.73992
H -6.05784 -2.79786 -0.82921
H -4.54276 4.10355 -2.46990
H -2.05901 -2.93542 -0.98166
H 2.00876 -5.00254 2.34569
H 3.15227 -0.22689 -1.72048
H 4.16993 3.57265 -1.18673
H 4.19024 0.92167 -2.63912
H -0.23067 4.31889 2.65191
H 1.38609 -1.67843 -4.36950
H 2.61065 4.42517 -1.32365
H -2.66931 -0.08885 1.64281
H 5.05061 -2.24287 1.33601
H -3.90228 1.28037 -5.69329
H 0.83267 0.40935 3.60782
H -0.27452 0.00094 -3.61170
H 1.68375 2.79719 -3.75673
H -1.30997 -1.85051 2.09094
H 3.23510 -2.87790 -0.79808
H 0.11409 -1.97904 0.17920
H -4.32383 -1.44559 2.90443
H -1.53413 1.64313 0.58602
H 2.40450 -3.88681 3.68520
H -0.50466 -4.65039 -1.85238
H -6.00259 -2.82514 1.66834
H -3.12898 2.69985 -0.96805
H 3.40454 3.79802 -2.80313
*
```

Properties
Kohn-Sham gap ... 6.66 eV
Lowest unoccupied orbital energy ... -6.18 eV
Energy ... -3535.018746 hartree
E_HOMO ... -12.84 eV

---

Formula: C35H41ClLaN3O2S3
Source: OMol25
Level of theory: ωB97M-V with the def2-TZVPD basis set

Structure (ORCA input):
```
! RIJCOSX wB97M-V def2-TZVPD def2/J DEFGRID3
* xyz 0 1
La 0.55895 0.55808 0.62425
Cl 5.80965 0.17805 -4.32553
S -0.59142 -1.57585 -1.97048
S -2.81349 0.08160 -0.13465
S -2.64397 0.88283 -3.46664
O -0.79647 4.99123 -0.03846
O 0.64676 4.14168 2.58176
N 0.23841 2.01740 -1.67530
N -0.29019 2.91407 0.83360
N -1.30144 1.21169 2.60725
C 3.57117 1.44883 -0.54138
C 0.43638 -3.32496 1.00131
C -2.54650 0.90833 4.60897
C 2.62952 -2.50696 -0.09467
C -0.20025 3.27664 -1.55036
C -2.01344 2.07610 5.13479
C -4.16093 0.91422 -2.49818
C 2.72336 -1.11515 2.74732
C -1.57935 -3.66287 2.64707
C 0.00964 3.65844 -3.89331
C -0.34805 4.12129 -2.63748
C 0.31632 -1.91175 2.78762
C -2.13291 0.48960 3.35492
C 1.45448 -1.53620 2.01683
C -1.12239 2.82002 4.37525
C 4.46916 0.36990 -0.54808
C -0.84439 2.36865 3.10102
C 4.95776 0.66887 -2.87513
C 2.77145 1.80987 0.64889
C 5.15122 -0.02166 -1.69260
C 0.50063 2.37024 -4.02302
C -3.18569 -1.56906 -0.72973
C 0.07120 -1.44160 4.19210
C -0.33409 -2.97079 2.15765
C 0.18236 -4.49368 0.08680
C 0.58552 1.58692 -2.88961
C -1.92249 -2.37463 -1.06452
C -4.01148 1.11105 -0.98847
C -2.51321 -0.84811 -3.97419
C 4.10787 1.75949 -2.90915
C -1.19470 -1.56035 -3.65871
C 3.42947 2.13500 -1.75810
C -0.07377 3.27491 2.14353
C -0.45036 3.83113 -0.15440
C 1.51644 -2.45022 0.91757
H -4.99047 0.99233 -0.51985
H 5.83586 -0.86018 -1.66763
H -2.65573 -0.89518 -5.05487
H -0.86888 -4.79235 0.07673
H -0.07799 4.30138 -4.76062
H 2.61384 -1.69541 -0.83588
H -2.29777 2.40942 6.12512
H 2.56097 -0.29622 3.45631
H -1.44988 -2.67358 -0.13171
H 0.45850 -4.26983 -0.94703
H -0.67840 3.74463 4.71537
H 2.47568 2.86151 0.65240
H 3.61391 -2.44893 0.38110
H 4.64547 -0.17172 0.37386
H -2.45095 -2.99954 2.69851
H 0.81807 1.97133 -4.97787
H -3.25062 0.30687 5.16815
H -2.19625 -3.29776 -1.58080
H -0.37695 -1.13079 -4.24165
H 2.60274 -3.43390 -0.67035
H 3.51743 -0.78602 2.07625
H -1.85841 -4.49716 1.99920
H -4.76405 1.74245 -2.87317
H -2.46583 -0.45226 2.93561
H 0.28898 -0.38000 4.34021
H 0.71756 -1.98809 4.89100
H -1.45913 -4.07970 3.65159
H -3.73102 -2.11665 0.04007
H 3.11743 -1.95891 3.32705
H -4.73804 0.01619 -2.71811
H 3.28723 1.58538 1.58766
H -1.27647 -2.60087 -3.98336
H -0.70394 5.12583 -2.45562
H 3.98539 2.31575 -3.83035
H 0.98179 0.58058 -2.94980
H -0.95539 -1.61176 4.52022
H 2.78581 3.00748 -1.79157
H -3.34103 -1.40253 -3.53611
H 0.75246 -5.37789 0.38847
H -3.68970 2.13119 -0.76852
H -3.84897 -1.48739 -1.58634
*
```

Properties
Kohn-Sham gap ... 6.87 eV
Lowest unoccupied orbital energy ... -0.06 eV
Energy ... -3359.449213 hartree
E_HOMO ... -6.93 eV

---

Question: Among the records above, which one has the lowest energy?
Answer: C35H41AsN5O2SV

---

Question: Look up the energy of the third one.
Answer: -3359.449213 hartree